No. 1
The following is a DFT calculation (ωB97M-V with the def2-TZVPD basis set) of a 6-piece molecular cluster, C40H80F8N8O7P2 overall in a non-equilibrium geometry.

As for the SMILES: CCP(CC)c1cc(CCOCC(F)(F)C(F)(F)C(F)(F)C(F)F)c([PH2]=O)c2nc(N)c(C)nc12.COC[C@@H](C)N.COC[C@@H](C)N.COC[C@@H](C)N.COC[C@@H](C)N.COC[C@@H](C)N. Its calculated total energy is -4018.2874 Eh. As for the charge: 0. For the relative energy (zero: lowest compared OMol25 entry of this formula, charge and spin), the calculation gives 0.000 eV. The HOMO energy is -7.2 eV. The calculation puts the HOMO-LUMO gap at 0.26505 Eh.

CARTESIAN COORDINATES (ANGSTROEM)
P  1.119  3.273  4.203
H  7.154  -1.744  -5.830
H  -7.883  -0.857  6.078
N  -0.382  -1.608  -2.176
F  -5.922  3.529  1.048
F  -3.857  3.344  -0.232
C  -0.516  -2.073  -3.562
H  4.037  0.982  -4.865
H  -4.116  -1.775  7.554
C  5.839  -6.312  -6.552
H  0.086  -2.326  -1.630
H  4.870  2.861  3.593
O  0.934  5.718  -2.505
H  -5.885  -2.819  4.469
P  -0.116  5.950  -1.497
C  0.741  3.910  0.196
H  -0.726  3.981  7.314
H  5.407  -5.731  -4.648
H  5.222  0.090  -1.197
H  3.524  -1.414  -5.609
H  6.134  -4.873  -8.176
C  -3.959  -2.425  3.296
H  -4.975  -4.288  0.830
C  1.269  2.016  -0.808
N  -4.590  -1.005  7.089
F  -5.197  4.905  2.551
H  5.411  -4.219  -6.714
C  6.177  -4.910  -7.079
O  -2.377  5.929  1.523
H  -1.374  5.448  -1.929
H  7.650  -7.503  -6.840
C  1.000  3.361  1.437
N  -1.728  -3.389  0.504
H  -0.058  7.894  2.235
N  6.020  -6.404  -5.099
H  6.432  0.611  -2.383
H  5.410  -0.235  -6.343
C  -3.626  -2.692  -3.591
H  -4.820  -3.091  3.405
H  5.946  -1.110  -2.260
H  -1.356  -1.283  -5.404
N  0.872  3.240  -0.986
C  -0.437  7.392  1.343
H  8.934  -5.766  -6.826
C  -7.919  -1.900  5.756
C  6.776  -1.149  -4.998
C  -4.696  2.637  2.829
C  -5.654  -2.620  5.525
H  -3.592  -2.830  -4.675
H  -2.477  7.776  0.527
O  -2.743  -3.146  3.196
H  -0.142  7.947  0.458
C  8.556  -4.853  -7.292
C  3.914  3.383  3.514
H  6.676  -7.292  -8.302
O  -6.838  -2.634  6.301
C  -1.339  -3.368  -3.657
H  4.781  -6.489  -6.771
F  -4.366  1.483  2.254
H  -2.337  7.796  2.315
C  -2.826  -4.380  2.504
H  8.362  -5.023  -8.354
C  5.381  -0.622  -5.320
C  -1.067  -0.932  -4.411
N  1.457  2.087  1.574
C  0.096  5.967  1.310
H  -4.584  0.618  4.846
H  3.080  -0.044  0.124
F  -5.918  2.448  3.408
H  6.954  -6.062  -4.887
H  1.361  -0.639  0.027
H  6.155  -8.395  -7.029
N  4.431  -1.742  -5.287
C  -3.354  5.526  0.605
H  -3.896  -1.790  4.181
H  -0.749  -4.174  -3.211
F  -4.348  2.979  5.198
H  -4.145  -4.002  -0.700
H  2.819  1.557  4.013
H  0.202  5.978  3.451
H  -7.939  -1.956  4.664
C  -2.008  7.300  1.394
H  4.272  -1.976  -4.310
H  9.332  -4.092  -7.198
H  -3.238  3.968  3.892
C  -4.123  -3.784  0.368
C  0.019  3.437  6.732
H  -3.629  -1.627  -3.347
C  -3.642  4.030  0.906
H  -4.558  -3.118  -3.216
H  -1.804  -2.513  1.017
C  -2.806  -4.265  0.970
H  -0.400  2.554  6.246
H  0.820  3.063  7.379
H  -1.938  -4.941  2.809
H  -2.619  -5.269  0.576
H  -1.513  -3.651  -4.704
H  3.146  2.595  5.369
H  -5.504  -0.980  7.533
H  -0.836  -3.770  0.811
F  -2.519  3.512  1.456
C  0.803  4.110  2.617
H  -1.315  -1.573  -1.771
H  5.684  1.326  -4.367
H  2.380  1.027  -2.174
O  7.407  -4.381  -6.614
C  4.927  0.533  -4.416
C  -4.863  3.807  1.842
O  4.532  0.144  -3.110
H  3.588  3.433  2.472
C  -5.353  -0.139  4.946
O  -2.558  -3.355  -2.940
C  0.701  4.348  5.653
H  -3.693  -4.957  2.850
H  7.479  -0.330  -4.828
H  -0.299  7.350  -1.398
N  1.397  1.198  -1.970
H  -0.039  5.109  5.391
H  -8.842  -2.332  6.143
C  0.377  5.382  2.563
H  1.561  4.830  6.130
C  6.631  -7.433  -7.219
C  5.601  -0.076  -2.207
H  -0.309  -0.158  -4.540
H  -5.066  -3.470  5.880
H  6.786  -1.795  -4.121
C  2.077  -0.003  0.556
H  -1.932  -0.453  -3.952
H  -5.694  -0.406  3.944
H  2.046  -0.282  1.609
H  -4.261  -2.709  0.476
H  0.927  0.314  -1.780
H  0.487  -2.302  -3.937
H  -3.817  -1.576  5.241
C  0.268  5.258  0.159
H  -4.096  -1.771  2.432
C  2.837  2.606  4.315
H  3.965  4.404  3.902
C  -3.706  2.986  4.014
C  -4.795  -1.354  5.679
F  -2.767  2.019  4.064
H  -6.183  0.329  5.475
H  -4.261  6.140  0.673
C  1.584  1.430  0.464
H  -3.010  5.580  -0.439

Here are the Löwdin charges for atoms 1 to 4, given in e: P 1.0296; H 0.0654; H 0.0760; N 0.0444

No. 2
The following is a DFT calculation (ωB97M-V with the def2-TZVPD basis set) of a 10-piece molecular cluster, C40H80O12S2 overall in a non-equilibrium geometry.

As for the SMILES: O=S1(=O)CCCC1.O=S1(=O)CCCC1.C1CCOC1.C1CCOC1.C1CCOC1.C1CCOC1.C1CCOC1.C1CCOC1.C1CCOC1.C1CCOC1. Its calculated total energy is -3271.1359 Eh. As for the charge: 0. For the relative energy (zero: lowest compared OMol25 entry of this formula, charge and spin), the calculation gives 0.000 eV. The HOMO energy is -9.3 eV. The calculation puts the HOMO-LUMO gap at 0.35638 Eh.

CARTESIAN COORDINATES (ANGSTROEM)
H  -3.987  0.152  0.756
C  -2.284  4.379  -3.604
H  -0.295  4.103  1.843
S  -2.140  -6.022  0.750
H  3.355  0.943  -0.950
H  1.230  0.513  0.888
H  3.234  4.051  -3.004
H  -0.462  3.803  -0.874
C  3.205  -2.633  -3.730
C  3.907  -3.715  -1.833
C  -1.343  3.629  -1.492
O  -2.118  -5.709  2.139
H  4.567  1.627  -3.050
H  -1.081  -4.750  5.040
C  2.617  -3.479  2.337
H  0.291  4.184  3.639
H  -0.162  -5.726  -1.655
H  2.544  -4.017  3.331
C  4.366  2.340  -2.265
C  3.107  3.215  -2.325
H  -1.841  4.789  -4.521
H  -0.691  -0.018  2.164
H  2.485  -1.010  -2.507
H  1.670  -1.881  1.278
H  -1.729  2.413  -4.482
H  3.184  2.305  0.954
C  -2.042  2.812  -3.504
H  -0.110  -3.321  -0.550
H  2.670  -1.090  4.053
O  -5.806  0.888  0.240
H  -1.083  -1.656  -1.543
C  -1.001  0.097  1.136
H  -4.041  1.247  -0.683
H  5.116  0.991  -0.633
H  -2.216  3.359  -0.877
C  1.903  1.721  -5.122
H  -1.663  5.684  3.549
C  4.196  -1.844  2.588
C  -4.397  1.117  0.342
C  -0.529  -6.624  0.253
H  0.164  2.264  -6.285
C  0.084  -5.514  -0.619
C  -1.111  -0.765  -0.913
C  0.861  1.446  -6.161
H  1.300  1.168  -7.126
H  -2.022  -0.163  -1.150
C  0.278  0.670  0.415
H  -2.910  2.223  -3.199
H  -2.232  5.510  -1.697
C  -0.472  -4.210  -0.070
H  -5.709  4.053  1.302
C  -1.769  4.591  3.345
C  -1.763  -2.805  5.976
H  -0.513  -1.280  4.006
H  1.209  -5.558  -0.533
H  0.049  -6.743  1.182
H  -0.761  -7.579  -0.215
C  -1.545  -1.666  3.987
H  2.228  2.571  -2.460
H  4.186  -2.749  -4.250
H  -2.346  -4.515  -1.124
H  4.790  2.978  0.681
H  0.348  -0.616  -6.049
O  1.815  4.114  -0.209
H  2.891  1.595  -5.490
O  -3.214  -6.829  0.190
C  3.899  2.580  0.193
H  2.518  -0.275  2.547
H  0.093  0.807  -1.656
H  -1.178  1.818  5.061
S  3.125  3.932  -0.725
H  4.662  -1.883  -0.871
H  -4.285  2.137  2.237
C  1.850  -2.224  2.320
H  -5.256  3.585  -0.263
H  4.931  -3.973  -2.146
C  -1.959  -4.421  -0.126
H  5.226  3.036  -2.211
H  -2.731  -3.276  6.141
H  -1.258  -2.630  6.915
H  -3.196  3.900  4.819
C  -1.523  -3.124  3.693
H  -2.510  -3.574  3.482
O  2.991  -3.772  -2.942
H  -1.639  4.170  5.467
O  3.963  -3.128  2.036
C  -5.377  3.181  0.724
C  4.215  1.588  -0.897
H  -7.301  2.340  0.017
H  4.208  -0.871  -2.871
H  -2.535  1.757  3.893
O  4.041  5.043  -0.727
H  1.846  2.755  -4.732
H  0.305  -0.778  -3.805
H  -2.126  -1.049  3.299
O  -1.257  -1.143  0.477
H  3.568  -4.484  -1.170
C  -1.679  2.345  4.212
H  -0.953  -3.516  2.882
C  -1.591  4.908  -2.321
H  0.890  -2.260  2.803
C  -0.026  0.322  -5.631
C  -4.182  2.412  1.179
H  4.712  -1.202  1.917
H  -0.676  5.444  -2.568
O  -1.084  2.608  -2.491
O  -2.052  -1.556  5.316
C  0.360  0.247  -4.149
H  4.835  -1.901  3.483
H  0.151  1.718  0.263
H  2.278  -4.215  1.616
H  -1.847  0.778  1.076
H  -1.099  0.424  -5.791
H  -6.898  1.846  1.710
H  -3.401  4.573  -3.553
H  -2.580  4.430  2.657
C  -0.959  -3.656  4.999
H  -3.244  2.869  0.892
C  0.158  -0.014  -0.937
C  -0.505  3.943  2.907
H  -0.292  0.806  -3.521
H  0.951  -0.737  -1.107
C  2.792  -1.239  2.951
H  -2.498  -3.632  0.403
C  -6.480  2.074  0.694
O  1.708  0.759  -4.085
H  0.138  -3.563  5.022
H  2.358  -2.386  -4.393
C  3.785  -2.269  -1.406
O  -0.864  2.511  3.028
H  -0.180  -4.171  0.976
H  2.954  -2.051  -0.701
C  3.397  -1.526  -2.693
C  -2.151  3.796  4.572

Here are the Löwdin charges for atoms 1 to 4, given in e: H 0.1303; C -0.1215; H 0.1137; S 0.6792